[1]
DFT (ωB97M-V with the def2-TZVPD basis set) results for a structure of composition C7H12LiN2O8.

As for the orbital gap: 4.26 eV. As for the total charge: -1. The energy above the lowest of the compared OMol25 structures with the same formula, charge and spin comes out at 0.7309 eV.

Element x y z (Å)
Li 0.81 0.27 -0.12
C -3.10 1.63 -0.29
C -4.29 0.87 -0.37
C -4.19 -0.64 -0.51
O -5.22 -1.34 -0.59
C -2.92 -1.21 -0.70
C -1.73 -0.49 -0.71
C -1.82 1.04 -0.34
O -0.72 1.61 -0.12
O -0.61 -0.96 -1.06
O -5.38 1.48 -0.41
H -3.15 2.69 -0.10
H -2.86 -2.27 -0.92
O 2.03 1.53 1.00
H 2.72 1.48 1.67
H 2.15 2.39 0.58
O -0.07 3.54 -1.86
H -0.30 2.79 -1.23
H 0.80 3.84 -1.58
O 1.94 0.16 -1.81
H 2.55 -0.57 -1.95
H 1.85 0.58 -2.67
C 2.32 -2.06 1.49
O 1.41 -1.34 1.07
N 3.57 -2.23 0.99
N 2.07 -2.77 2.64
H 4.30 -2.56 1.59
H 3.86 -1.63 0.23
H 1.14 -2.61 2.98
H 2.83 -3.22 3.11

***

[2]
DFT (ωB97M-V with the def2-TZVPD basis set) results for a structure of composition C34H54N3O3SV.

As for the orbital gap (alpha / beta): 6.07 / 7.06 eV. As for the total charge: -1. The energy above the lowest of the compared OMol25 structures with the same formula, charge and spin comes out at 0.0000 eV. As for the multiplicity: 4.

Element x y z (Å)
V 0.20 -1.65 -0.44
C -1.51 -3.88 1.09
N -1.47 -3.26 -0.23
C -1.31 -4.31 -1.25
C -2.71 -2.51 -0.48
C -2.67 -1.13 0.15
N -1.56 -0.35 -0.40
C -1.19 0.81 0.44
C -0.98 0.56 1.91
C -1.48 1.51 2.79
C -1.23 1.47 4.16
C -0.42 0.44 4.61
C 0.10 -0.55 3.79
C -0.23 -0.54 2.40
O 0.14 -1.51 1.61
C 1.04 -1.62 4.34
C 0.44 -3.03 4.17
C 2.38 -1.55 3.60
C 1.33 -1.43 5.83
C -1.81 2.55 5.07
C -3.34 2.54 4.98
C -1.29 3.93 4.65
C -1.43 2.33 6.54
C -1.88 0.14 -1.77
C -0.68 0.42 -2.62
C -0.35 1.71 -3.01
C 0.72 1.96 -3.84
C 1.40 0.84 -4.34
C 1.11 -0.47 -3.99
C 0.08 -0.69 -3.04
O -0.17 -1.87 -2.51
C 1.87 -1.65 -4.60
C 2.86 -1.21 -5.68
C 0.86 -2.60 -5.26
C 2.66 -2.41 -3.53
C 1.21 3.36 -4.19
C 1.20 3.57 -5.71
C 0.34 4.44 -3.55
C 2.64 3.53 -3.66
H -2.31 -4.64 1.14
H -1.67 -3.13 1.86
H -0.56 -4.37 1.30
H -2.17 -5.00 -1.24
H -0.40 -4.87 -1.04
H -1.22 -3.84 -2.23
H -3.58 -3.07 -0.10
H -2.82 -2.42 -1.56
H -2.53 -1.20 1.23
H -3.64 -0.62 -0.02
H -1.97 1.58 0.34
H -0.27 1.22 0.00
H -2.07 2.32 2.37
H -0.18 0.40 5.67
H 0.29 -3.25 3.12
H -0.53 -3.09 4.69
H 1.11 -3.78 4.61
H 2.25 -1.68 2.52
H 3.06 -2.33 3.96
H 2.86 -0.58 3.77
H 0.43 -1.52 6.44
H 1.79 -0.46 6.03
H 2.03 -2.20 6.16
H -3.67 2.73 3.95
H -3.77 3.32 5.61
H -3.74 1.58 5.29
H -1.56 4.16 3.62
H -0.20 3.96 4.72
H -1.70 4.71 5.29
H -1.79 1.37 6.91
H -1.88 3.12 7.15
H -0.35 2.37 6.68
H -2.51 1.03 -1.68
H -2.47 -0.64 -2.26
H -0.95 2.53 -2.61
H 2.22 1.02 -5.02
H 2.36 -0.67 -6.49
H 3.33 -2.10 -6.11
H 3.65 -0.58 -5.27
H 0.32 -2.09 -6.06
H 0.13 -2.95 -4.52
H 1.37 -3.47 -5.68
H 3.39 -1.76 -3.05
H 3.19 -3.25 -3.99
H 2.00 -2.79 -2.75
H 0.19 3.47 -6.11
H 1.83 2.84 -6.22
H 1.58 4.57 -5.96
H -0.69 4.38 -3.90
H 0.73 5.43 -3.82
H 0.35 4.36 -2.46
H 3.32 2.82 -4.13
H 2.67 3.34 -2.58
H 3.01 4.54 -3.86
O 2.05 1.72 -0.59
S 2.78 0.44 -0.59
N 2.03 -0.84 -0.55

***

[3]
DFT (ωB97M-V with the def2-TZVPD basis set) results for the ion C8H6Cl2N3 with charge +1.

As for the orbital gap (alpha / beta): 8.60 / 6.29 eV. As for the total charge: +1. Its SMILES is CCC1=C=N[n+]2c(Cl)cc(Cl)nc21.

Element x y z (Å)
C 0.43 -1.83 0.21
C -3.09 0.65 -0.14
C 0.83 -0.57 0.39
C -0.42 0.09 0.17
C -2.77 -0.71 -0.21
C -2.09 1.64 0.03
C 3.19 -0.25 -0.50
C 2.12 0.19 0.53
N -0.79 1.35 0.12
N -0.80 -2.12 0.17
N -1.41 -1.00 -0.04
Cl -3.80 -2.05 -0.27
Cl -2.47 3.28 -0.01
H -4.07 0.88 -0.26
H 3.74 -1.26 -0.35
H 3.98 0.39 -0.40
H 3.07 -0.17 -1.59
H 2.05 1.33 0.54
H 2.30 0.15 1.61

***

[4]
DFT (ωB97M-V with the def2-TZVPD basis set) results for the ion C4H5N2 with charge +1.

As for the orbital gap (alpha / beta): 7.73 / 7.73 eV. As for the total charge: +1. The energy above the lowest of the compared OMol25 structures with the same formula, charge and spin comes out at 4.0866 eV. Its SMILES is [NH2+]=C1CC#CN1.

Element x y z (Å)
C -1.43 -0.34 1.99
C -1.95 0.71 1.52
C -0.36 0.20 0.02
C -0.23 -0.76 1.25
N -1.38 1.02 0.23
N 0.51 0.31 -0.96
H 0.66 -0.53 1.84
H -0.22 -1.85 1.04
H -1.48 1.58 -0.55
H 1.15 -0.57 -0.90
H 0.59 0.99 -1.68

***

[5]
DFT (ωB97M-V with the def2-TZVPD basis set) results for a structure of composition C3H3Br3O.

As for the orbital gap: 8.97 eV. As for the total charge: 0. The energy above the lowest of the compared OMol25 structures with the same formula, charge and spin comes out at 0.9545 eV.

Element x y z (Å)
C -1.86 -0.45 1.57
C -1.67 0.42 0.62
C 1.83 0.01 -1.12
O -1.95 -1.39 2.27
Br -2.70 0.47 -0.95
Br 2.19 0.56 0.75
Br 1.34 -1.82 -1.22
H 2.82 0.14 -1.48
H -1.17 1.40 1.04
H 1.18 0.65 -1.48

***

[6]
DFT (ωB97M-V with the def2-TZVPD basis set) results for a structure of composition C6H7IrNOSe3Te.

As for the orbital gap: 6.48 eV. As for the total charge: +1.

Element x y z (Å)
Ir -1.65 1.00 0.59
O -2.03 -1.05 0.02
C -1.06 -1.60 -0.88
C 0.24 -0.86 -0.69
C 1.41 -1.35 -1.24
C 2.59 -0.65 -1.03
C 2.56 0.50 -0.27
C 1.35 0.93 0.25
N 0.21 0.27 0.02
H -2.92 -1.36 -0.17
H -1.40 -1.50 -1.92
H -0.92 -2.66 -0.65
H 1.40 -2.27 -1.80
H 3.52 -1.01 -1.45
H 3.45 1.07 -0.06
H 1.28 1.80 0.88
Se -0.90 0.53 2.81
Se -1.49 2.68 3.66
Te -1.81 3.41 1.30
Se -3.82 2.12 0.64

***

[7]
DFT (ωB97M-V with the def2-TZVPD basis set) results for a cluster of 15 separate species, C73H171N10O22 in total.

As for the orbital gap: 4.48 eV. As for the total charge: +5.

Element x y z (Å)
C -2.17 -6.28 -2.92
C -2.87 -5.01 -3.41
O -2.72 -4.43 -4.48
N -3.80 -4.36 -2.43
H -4.39 -3.77 -3.00
H -4.33 -5.05 -1.93
C -3.04 -3.43 -1.46
H -1.65 -6.75 -3.75
H -3.01 -6.88 -2.56
H -1.33 -6.15 -2.23
H -2.42 -3.94 -0.73
H -3.80 -2.88 -0.90
H -2.50 -2.59 -1.90
C 6.80 -4.55 -0.61
C 6.24 -3.13 -0.79
O 5.18 -2.81 -1.27
N 7.24 -2.03 -0.43
H 7.44 -1.85 0.54
H 8.08 -2.43 -0.83
C 6.98 -0.67 -1.14
H 6.10 -5.33 -0.34
H 7.73 -4.49 -0.04
H 7.25 -4.93 -1.53
H 6.86 -0.77 -2.22
H 7.83 -0.02 -0.92
H 6.08 -0.14 -0.82
C -0.97 1.02 -2.29
C -0.02 -0.18 -2.27
C 0.50 -0.59 -0.88
C 1.25 0.57 -0.13
N 2.02 0.16 1.17
C 2.80 1.32 1.85
C 4.27 1.00 1.43
C 4.32 -0.47 1.57
C 3.02 -1.02 0.89
C 0.97 -0.33 2.14
H -1.77 1.04 -1.56
H -1.45 1.03 -3.27
H -0.47 1.98 -2.26
H 0.76 -0.09 -3.02
H -0.64 -1.02 -2.58
H 1.16 -1.45 -1.01
H -0.34 -0.93 -0.28
H 0.58 1.38 0.15
H 2.01 1.06 -0.74
H 2.68 1.16 2.92
H 2.44 2.26 1.43
H 4.96 1.52 2.10
H 4.60 1.26 0.42
H 4.26 -0.67 2.64
H 5.25 -0.94 1.23
H 2.52 -1.94 1.20
H 3.11 -1.18 -0.19
H 0.34 0.55 2.30
H 1.37 -0.95 2.94
H 0.36 -1.08 1.65
C 4.86 2.97 6.40
C 4.65 3.86 5.16
C 3.38 4.64 5.00
C 2.15 3.71 4.80
N 0.78 4.36 4.82
C 0.61 5.83 4.26
C -0.52 6.45 5.06
C -0.01 6.13 6.39
C 0.37 4.64 6.37
C -0.15 3.41 4.17
H 5.86 2.55 6.35
H 4.12 2.17 6.42
H 4.69 3.50 7.34
H 4.88 3.28 4.27
H 5.51 4.51 5.33
H 3.31 5.38 4.21
H 3.10 5.23 5.87
H 2.21 2.84 5.45
H 2.29 3.38 3.77
H 0.32 5.69 3.21
H 1.57 6.30 4.48
H -1.48 5.99 4.82
H -0.75 7.50 4.95
H -0.88 6.31 7.02
H 0.80 6.72 6.82
H -0.65 4.28 6.43
H 1.07 4.17 7.06
H -1.20 3.54 4.43
H 0.14 2.43 4.57
H 0.00 3.36 3.09
C -0.92 -5.39 -10.84
C -1.89 -4.77 -9.85
C -1.56 -3.33 -9.39
C -2.61 -2.63 -8.52
N -1.99 -1.35 -7.79
C -1.31 -1.71 -6.52
C -1.47 -0.54 -5.57
C -2.77 0.19 -5.98
C -3.18 -0.49 -7.25
C -1.19 -0.43 -8.76
H -1.14 -6.43 -11.06
H 0.08 -5.24 -10.44
H -1.08 -4.87 -11.78
H -2.08 -5.40 -8.98
H -2.82 -4.70 -10.41
H -1.17 -2.70 -10.19
H -0.63 -3.41 -8.83
H -3.16 -3.26 -7.81
H -3.37 -2.16 -9.14
H -0.32 -2.05 -6.80
H -1.82 -2.62 -6.20
H -0.63 0.14 -5.73
H -1.39 -0.88 -4.53
H -2.60 1.27 -5.97
H -3.54 -0.09 -5.27
H -3.56 0.07 -8.10
H -4.01 -1.18 -7.09
H -1.01 0.50 -8.23
H -1.80 -0.27 -9.65
H -0.27 -0.98 -8.97
C 3.34 -4.68 1.71
O 4.14 -5.05 2.80
C 4.88 -6.27 2.44
C 6.24 -6.14 3.12
N 6.35 -5.29 4.41
H 7.34 -5.37 4.56
H 6.27 -4.33 4.11
C 5.58 -5.64 5.63
C 5.54 -4.44 6.58
O 6.82 -4.01 7.13
C 6.91 -2.78 7.81
H 2.94 -5.56 1.20
H 4.00 -4.17 1.01
H 2.48 -4.12 2.08
H 5.05 -6.44 1.38
H 4.24 -7.01 2.92
H 7.03 -5.87 2.42
H 6.36 -7.20 3.35
H 6.08 -6.52 6.04
H 4.58 -5.87 5.25
H 4.90 -4.56 7.45
H 4.98 -3.62 6.13
H 7.86 -2.53 8.27
H 6.29 -2.55 8.68
H 6.75 -2.02 7.05
C -8.31 0.46 -1.93
O -8.12 1.47 -0.98
C -9.20 1.65 -0.08
C -8.87 2.81 0.81
N -7.43 2.80 1.39
H -6.72 2.96 0.69
H -7.28 3.61 1.98
C -6.94 1.62 2.32
C -6.39 0.40 1.56
O -5.41 0.91 0.65
C -5.06 0.05 -0.44
H -9.10 0.73 -2.63
H -8.39 -0.57 -1.58
H -7.51 0.61 -2.65
H -9.50 0.77 0.49
H -10.06 1.87 -0.70
H -9.58 2.88 1.64
H -8.84 3.72 0.22
H -7.78 1.50 3.00
H -6.11 1.98 2.94
H -7.24 0.01 1.00
H -5.82 -0.26 2.21
H -5.75 0.14 -1.28
H -4.98 -0.98 -0.08
H -4.08 0.35 -0.81
C -1.89 -8.86 4.50
O -1.09 -7.84 3.92
C 0.04 -7.45 4.69
C 0.90 -6.62 3.78
N 0.16 -5.42 3.14
H 0.81 -4.86 2.60
H -0.34 -5.69 2.31
C -0.68 -4.42 4.02
C 0.35 -3.68 4.94
O 1.54 -3.18 4.20
C 2.73 -3.05 5.03
H -2.51 -8.52 5.33
H -1.25 -9.69 4.80
H -2.53 -9.29 3.73
H 0.61 -8.29 5.09
H -0.22 -6.82 5.54
H 1.30 -7.18 2.94
H 1.80 -6.22 4.24
H -1.43 -5.01 4.54
H -1.07 -3.73 3.27
H 0.73 -4.33 5.73
H -0.07 -2.80 5.43
H 2.94 -3.99 5.53
H 2.54 -2.28 5.77
H 3.47 -2.66 4.33
C 4.06 2.01 -3.00
O 2.84 2.65 -2.53
C 2.92 4.04 -2.78
C 1.50 4.59 -2.70
N 0.98 4.20 -1.33
H 0.94 3.20 -1.19
H 1.63 4.63 -0.69
C -0.41 4.79 -1.05
C -1.02 4.43 0.37
O -1.07 3.04 0.60
C -2.21 2.66 1.25
H 4.95 2.33 -2.45
H 4.34 2.29 -4.01
H 4.10 0.92 -2.99
H 3.41 4.26 -3.73
H 3.56 4.45 -1.99
H 0.91 3.95 -3.36
H 1.43 5.65 -2.96
H -1.01 4.46 -1.91
H -0.12 5.84 -1.08
H -2.05 4.79 0.45
H -0.46 4.79 1.23
H -2.20 2.92 2.31
H -2.25 1.57 1.32
H -3.16 2.81 0.74
C -3.90 3.37 -2.04
O -4.76 4.45 -2.53
C -4.97 5.44 -1.46
C -5.82 6.62 -1.99
N -5.17 7.18 -3.26
H -4.20 7.32 -3.04
H -5.30 6.60 -4.08
C -5.68 8.62 -3.59
C -7.03 8.62 -4.31
O -8.09 7.78 -3.79
C -9.24 8.01 -4.59
H -3.53 2.84 -2.92
H -4.56 2.72 -1.47
H -3.01 3.60 -1.47
H -3.97 5.75 -1.14
H -5.37 5.04 -0.53
H -5.72 7.44 -1.29
H -6.87 6.43 -2.19
H -5.03 9.27 -4.18
H -5.78 9.07 -2.60
H -6.95 8.36 -5.37
H -7.30 9.67 -4.28
H -10.10 7.46 -4.22
H -9.13 7.78 -5.65
H -9.55 9.05 -4.64
C 0.75 -4.41 -1.51
C 0.43 -4.56 -0.01
O 0.27 -3.52 0.67
O 0.24 -5.70 0.39
H 0.98 -5.36 -1.99
H 1.73 -3.94 -1.63
H 0.06 -3.77 -2.06
C 6.77 -0.65 4.40
C 7.26 -1.59 3.28
O 7.75 -1.13 2.20
O 7.00 -2.82 3.35
H 7.42 -0.52 5.27
H 5.85 -1.00 4.86
H 6.48 0.35 4.08
C 4.58 4.62 1.27
C 3.30 5.29 0.94
O 2.23 4.97 1.47
O 3.20 6.21 0.05
H 4.58 3.83 2.01
H 5.11 5.35 1.87
H 5.06 4.19 0.39
C 1.76 2.04 -5.94
C 2.30 1.04 -6.97
O 3.30 1.44 -7.64
O 1.71 -0.04 -7.15
H 2.09 1.74 -4.95
H 0.67 1.98 -5.98
H 2.11 3.03 -6.23
C -2.71 -1.70 1.96
C -3.85 -2.66 2.31
O -3.80 -3.15 3.48
O -4.67 -2.94 1.49
H -2.46 -1.10 2.83
H -3.05 -0.97 1.22
H -1.79 -2.13 1.56

***

total charge of number 2 (C34H54N3O3SV)? -1

***

What did the fifth record say?
DFT (ωB97M-V with the def2-TZVPD basis set) results for a structure of composition C3H3Br3O.

As for the orbital gap: 8.97 eV. As for the total charge: 0. The energy above the lowest of the compared OMol25 structures with the same formula, charge and spin comes out at 0.9545 eV.

Element x y z (Å)
C -1.86 -0.45 1.57
C -1.67 0.42 0.62
C 1.83 0.01 -1.12
O -1.95 -1.39 2.27
Br -2.70 0.47 -0.95
Br 2.19 0.56 0.75
Br 1.34 -1.82 -1.22
H 2.82 0.14 -1.48
H -1.17 1.40 1.04
H 1.18 0.65 -1.48

***

What is the total charge in the seventh record? +5